Record 1
The following is a DFT calculation (wB97M-V/def2-TZVPD) of C8H15N3O3Pd as an isolated structure at a distorted geometry.

Properties
HOMO level (alpha / beta) = -15.96 / -15.96 eV
Largest force on an atom = 2.424 eV/Å
Total charge = +2
Multiplicity = 3

```
30
C8H15N3O3Pd wB97M-V/def2-TZVPD
Pd 0.10620 0.03018 1.68715
O -1.19628 -0.27115 -1.08249
O 1.22700 0.90437 -0.53437
O 2.05574 1.75152 -2.51339
N 0.38844 0.26101 -2.65855
N -1.33819 -0.04575 3.31315
N 1.26966 0.10739 3.50626
C 0.53281 -0.21139 4.79445
C -1.11055 -1.55448 -3.11005
C 0.77901 0.45046 -4.04045
C -0.69792 -0.51025 -2.17994
C 1.65930 1.66643 -3.93175
C -0.80680 0.44736 4.64743
C 1.22216 0.97833 -1.75362
C -2.26278 -2.23720 -2.90056
H -2.15324 0.51752 3.07240
H 1.65003 1.05042 3.59650
H -1.46527 0.22411 5.51337
H -2.55673 -3.04160 -3.57643
H -0.70721 1.53302 4.54947
H 0.44025 -1.30192 4.82878
H -0.07649 0.58491 -4.70311
H 1.35524 -0.41007 -4.39025
H 1.05747 0.13100 5.71096
H -1.72775 -0.97604 3.46937
H 2.09486 -0.48639 3.45882
H 1.07613 2.55665 -4.19263
H -0.45659 -1.77086 -3.94952
H 2.55227 1.61358 -4.56638
H -2.91075 -1.99118 -2.06462
```

=====

Record 2
The following is a DFT calculation (wB97M-V/def2-TZVPD) of one molecule with the formula C8H15N3S at a distorted geometry.

Properties
HOMO level = -8.77 eV
Largest force on an atom = 19.101 eV/Å
Total charge = 0
SMILES = CCCCCCc1nnc(N)s1

```
27
C8H15N3S wB97M-V/def2-TZVPD
S 0.88637 1.22011 3.01118
N 1.30010 -0.87497 1.59578
N 3.49331 1.21780 3.45629
N 2.68288 -0.74371 2.17748
C -0.21022 -0.21862 -1.83031
C -1.60460 -0.60195 -2.42633
C -0.36294 1.13777 -0.84525
C -0.88857 -0.08225 1.27994
C 2.67429 0.51070 2.87426
C 0.50120 -0.00649 1.83999
C -1.37723 -1.81594 -3.26456
C -1.36562 1.21405 0.33488
H -1.95830 0.11944 -2.72121
H 0.58405 -0.09282 -2.30829
H 4.43502 0.52530 3.51450
H -2.39183 -1.93111 -3.65789
H -0.65028 -2.52535 -2.91288
H 0.26806 -0.88525 -1.06537
H -2.43071 0.83749 0.19806
H -1.72840 -0.15893 2.25366
H 0.66524 1.24348 -0.34231
H 3.45702 1.59385 4.19043
H -1.22835 -1.06407 0.86666
H -2.16930 -0.99342 -1.53394
H -1.32559 1.95841 1.03732
H -0.65887 -1.48434 -4.14804
H -0.59672 1.90083 -1.57404
```

=====

Record 3
The following is a DFT calculation (wB97M-V/def2-TZVPD) of a 2-piece molecular cluster, C8H15N4 overall at a distorted geometry.

Properties
HOMO level (alpha / beta) = -8.89 / -13.61 eV
Largest force on an atom = 5.172 eV/Å
Total charge = +1
Multiplicity = 3

```
27
C8H15N4 wB97M-V/def2-TZVPD
N 1.54327 -0.84305 -0.52979
N -1.79690 0.34507 1.55687
N -2.25616 -0.13713 -0.46468
N -3.15832 0.57684 1.47515
C 1.50240 1.19792 0.57709
C -2.24045 -0.70849 -1.76329
C 2.26071 0.01379 -1.50092
C -3.40966 0.27563 0.26069
C 2.28970 1.40172 -0.71593
C 0.96723 -1.11112 1.83413
C 1.13606 -0.25872 0.57807
C -1.27217 -0.10819 0.38450
H -3.26998 -0.81166 -2.09467
H -1.85902 0.01500 -2.47484
H -1.30050 0.49065 2.49400
H 0.56555 -2.02385 1.44222
H -1.64685 -1.69600 -1.55293
H 0.37569 -0.72469 2.56637
H 3.21815 1.72158 -0.31532
H 1.66386 0.14629 -2.45148
H 2.07699 1.45842 1.45409
H 1.44787 -1.85491 -0.69129
H 0.63999 1.78943 0.65902
H -4.49012 0.31141 -0.07763
H 3.17048 -0.44949 -1.78203
H 1.99567 2.31004 -1.21284
H 1.84649 -1.32648 2.34542
```

=====

Record 4
The following is a DFT calculation (wB97M-V/def2-TZVPD) of one molecule with the formula C8H15N7O2S3 at a distorted geometry.

Properties
HOMO level = -8.51 eV
Largest force on an atom = 1.158 eV/Å
Total charge = 0
SMILES = [H]/N=C(/N)Nc1nc(CSCC/C(=N/[H])NS(N)(=O)=O)cs1

```
35
C8H15N7O2S3 wB97M-V/def2-TZVPD
S 0.30329 -0.00142 -2.37721
S 0.46930 2.74889 2.61206
S 1.83505 -1.89146 1.55874
O 0.07782 0.56205 -3.66563
O 0.32798 -1.42390 -2.24078
N -1.82436 -3.25022 -1.51115
N -0.44126 -0.68197 1.54645
N -0.36988 -2.56327 0.13891
N 1.75008 0.56092 -1.74884
N -2.64093 -1.82515 0.09340
N -0.82394 2.81753 -2.12692
N -0.77449 0.60736 -1.30129
C 0.34567 -0.01927 2.44756
C 1.60235 -0.51328 2.57928
C -0.88533 2.00102 -1.18130
C -1.67460 -2.46572 -0.39764
C -1.00366 2.48225 0.23662
C -0.22790 1.14248 3.17027
C 0.41354 2.53459 0.80821
C 0.16660 -1.69215 1.01783
H 2.39193 -0.16059 3.20946
H -1.62208 1.78920 0.80772
H 2.48389 -0.11424 -1.88960
H -1.45104 3.47443 0.25234
H -0.88572 0.07117 -0.44924
H 0.96825 1.62486 0.57026
H -2.72539 -3.11921 -1.94696
H -2.44735 -1.35996 0.97200
H 0.95320 3.38945 0.40355
H -1.30837 1.16917 3.03609
H 0.26578 -3.18001 -0.34522
H -0.69881 2.40884 -3.04835
H 0.00925 1.10614 4.23236
H 2.00288 1.44622 -2.15931
H -1.05082 -3.20365 -2.16014
```

=====

Record 5
The following is a DFT calculation (wB97M-V/def2-TZVPD) of C8H15NO as an isolated structure at a distorted geometry.

Properties
HOMO level (alpha / beta) = -7.94 / -7.94 eV
Largest force on an atom = 4.505 eV/Å
Total charge = 0

```
25
C8H15NO wB97M-V/def2-TZVPD
O 0.15680 2.52310 0.33906
N 0.50823 0.60143 -0.93885
C 0.02426 -1.59898 0.36963
C -0.23440 1.34231 0.14795
C 0.14553 0.07096 1.49120
C 1.95521 0.70570 -0.80299
C -0.69811 -2.51500 1.30114
C -1.75971 1.15961 0.04282
C 0.48472 0.08238 2.65930
C 0.07055 0.83039 -2.30723
H 1.09457 -1.74315 0.29234
H 2.29333 1.74657 -0.77560
H 2.48548 0.21289 -1.62119
H 0.81738 0.13985 3.66923
H 0.40777 -0.00735 -2.92345
H -2.15806 1.85509 -0.69608
H -1.57437 -2.07566 1.78150
H -0.44246 -1.53205 -0.60164
H -0.03582 -2.87076 2.09008
H -2.18944 1.43522 1.00606
H -1.07317 -3.38163 0.73777
H 2.27847 0.25407 0.13458
H 0.50619 1.74115 -2.73535
H -2.05387 0.14124 -0.21667
H -1.00908 0.88261 -2.44361
```

=====

Record 6
The following is a DFT calculation (wB97M-V/def2-TZVPD) of a 2-piece molecular cluster, C8H15NO2 overall at a distorted geometry.

Properties
HOMO level (alpha / beta) = -6.94 / -7.05 eV
Largest force on an atom = 4.118 eV/Å
Total charge = 0

```
26
C8H15NO2 wB97M-V/def2-TZVPD
O 0.60735 -2.08696 -0.78714
O 2.94715 -0.75999 -0.85226
N 1.62682 1.08775 0.12638
C -1.42292 0.26607 0.97596
C 2.26195 -0.07747 0.22213
C 1.78154 1.96097 -0.82902
C 2.54984 -0.78774 1.45508
C -1.14339 -0.45211 -0.29928
C 0.20195 -1.05649 -0.38881
C -2.21657 -1.48802 -0.39768
C -1.15099 0.59052 -1.46229
H -3.16103 -1.01316 -0.11616
H 2.88344 -1.73955 -0.79015
H -2.10421 0.79405 -1.78493
H -1.86287 -2.38328 0.18411
H 3.61939 -1.22893 1.35508
H -0.73463 0.22445 -2.47053
H 2.59088 -0.12275 2.34153
H 1.87056 -1.62514 1.75166
H 2.34276 1.93851 -1.73586
H -2.16488 -1.87538 -1.39413
H -1.41896 -0.29282 1.84889
H -2.37877 0.76587 0.79288
H -0.73638 0.99112 1.01249
H 1.00168 2.67444 -0.88894
H -0.69294 1.48340 -1.18272
```

=====

Record 7
The following is a DFT calculation (wB97M-V/def2-TZVPD) of C8H15NO2S2 as an isolated structure at a distorted geometry.

Properties
HOMO level = -8.64 eV
Largest force on an atom = 3.526 eV/Å
Total charge = 0

```
28
C8H15NO2S2 wB97M-V/def2-TZVPD
S 1.49527 0.57206 -2.20954
S 1.67664 -0.19809 1.05264
O 1.38201 -1.37906 1.83577
O 1.65374 1.09002 1.68523
N 3.18113 -0.37355 0.44046
C -1.43908 1.37272 2.54341
C 0.41580 -0.20047 -0.26526
C -1.59537 1.16682 -0.95494
C -1.24812 0.40993 1.39206
C -0.11872 -1.55139 -0.86625
C -0.58048 0.85199 0.10574
C 0.92099 -0.90197 -2.94999
C 0.20362 -1.77062 -2.32112
H -1.84025 0.70017 3.34177
H -1.84661 0.31427 -1.54452
H -0.50742 1.75343 2.89144
H -1.29887 -1.60465 -0.92470
H 0.03089 -2.77029 -2.49993
H 1.17110 -1.04468 -3.97785
H -2.39791 1.73279 -0.45283
H -1.05320 1.89919 -1.70561
H -0.11722 1.82512 0.21405
H 3.35786 -1.42272 0.36283
H -2.08343 2.16357 2.31772
H 0.12143 -2.36198 -0.17383
H -0.63403 -0.45276 1.84649
H -2.22714 -0.04520 1.24832
H 3.37740 0.22535 -0.43157
```